DFT (ωB97M-V with the def2-TZVPD basis set) results for an isolated molecule of C12H9NO2 at a distorted geometry.

Calculated values
Strongest force on any atom = 4.55 eV/Å
Frontier orbital gap = 0.34053 hartree
E = -18171.2722 eV
Energy relative to the best compared isomer or geometry (same formula, charge and spin) = 28.3 kcal/mol
LUMO level = 0.342 eV
SMILES = N#C[C@@]1(c2ccccc2)O[C@@H]2OC=C[C@@H]21
E_HOMO = -8.92 eV

Last columns: bonded neighbours and bond lengths (Å).
CARTESIAN COORDINATES (ANGSTROEM)
1 C -1.08633 2.28403 1.04705  C12 1.500, N13 1.156
2 C -1.70320 -2.70322 0.05423  C3 1.336, C4 1.389, H16 1.057
3 C -1.67285 -2.05574 1.22267  C2 1.336, C5 1.386, H17 1.090
4 C -1.30034 -2.15087 -1.15510  C2 1.389, C6 1.459, H18 1.101
5 C -1.24002 -0.73991 1.26922  C3 1.386, C7 1.407, H19 1.064
6 C -1.10317 -0.70538 -1.15481  C4 1.459, C7 1.399, H20 1.062
7 C -0.99113 -0.04400 0.07250  C5 1.407, C6 1.399, C12 1.557
8 C 2.08593 0.20171 0.23344  C9 1.314, C10 1.452, H21 1.165
9 C 2.52720 0.22138 -1.00422  C8 1.314, O14 1.406, H22 1.076
10 C 1.43744 1.45056 0.59194  C8 1.452, C11 1.548, C12 1.857, H23 1.051
11 C 1.43010 2.19783 -0.76373  C10 1.548, O14 1.484, O15 1.382, H24 1.030
12 C -0.35315 1.37589 0.10517  C1 1.500, C7 1.557, C10 1.857, O15 1.433
13 N -1.74058 3.01806 1.65586  C1 1.156
14 O 2.34415 1.45047 -1.66216  C9 1.406, C11 1.484
15 O 0.09307 2.04841 -1.07896  C11 1.382, C12 1.433
16 H -2.00524 -3.71587 0.04535  C2 1.057
17 H -2.07483 -2.60311 2.07493  C3 1.090
18 H -1.42148 -2.65461 -2.12702  C4 1.101
19 H -1.03913 -0.29693 2.21562  C5 1.064
20 H -0.72651 -0.20125 -2.01058  C6 1.062
21 H 2.09229 -0.75496 0.89817  C8 1.165
22 H 3.18105 -0.56230 -1.34444  C9 1.076
23 H 1.49234 1.77112 1.59096  C10 1.051
24 H 1.77438 3.16870 -0.77608  C11 1.030

So, what does the Mulliken scheme give us? The charges, in e, come out as: C 0.0575; C -0.2065; C -0.6839; C -0.8119; C -0.2710; C -0.3083; C 0.2245; C -0.2900; C -0.4562; C -0.2082; C -0.1876; C 0.8876; N -0.5229; O -0.4406; O -0.4827; H 0.3951; H 0.3469; H 0.3373; H 0.4251; H 0.4641; H 0.2721; H 0.4421; H 0.5601; H 0.4575